{"formula": "C26H74B2O12Si", "method": "the ωB97M-V functional and the def2-TZVPD basis", "energy_ev": -61964.705, "homo_lumo_gap_ev": 9.6, "e_homo_ev": -9.1, "smiles": "COB(O)[SiH2]B(O)OC.CC(C)O.CC(C)O.CC(C)O.CC(C)O.CC(C)O.CC(C)O.CC(C)O.CC(C)O", "elements": ["C", "O", "B", "O", "Si", "B", "O", "O", "C", "H", "H", "H", "H", "H", "H", "H", "H", "H", "H", "C", "C", "C", "O", "H", "H", "H", "H", "H", "H", "H", "H", "C", "C", "C", "O", "H", "H", "H", "H", "H", "H", "H", "H", "C", "C", "C", "O", "H", "H", "H", "H", "H", "H", "H", "H", "C", "C", "C", "O", "H", "H", "H", "H", "H", "H", "H", "H", "C", "C", "C", "O", "H", "H", "H", "H", "H", "H", "H", "H", "C", "C", "C", "O", "H", "H", "H", "H", "H", "H", "H", "H", "C", "C", "C", "O", "H", "H", "H", "H", "H", "H", "H", "H", "C", "C", "C", "O", "H", "H", "H", "H", "H", "H", "H", "H"], "positions_angstrom": [[3.1574, 4.6165, 1.4493], [2.2161, 5.4191, 2.1765], [1.0856, 5.7675, 1.4482], [0.9357, 5.3280, 0.1055], [-0.4198, 6.8193, 2.2086], [-2.0427, 5.8118, 1.6609], [-2.6647, 6.2263, 0.4500], [-2.5712, 4.7141, 2.3673], [-2.1683, 3.5220, 1.6902], [3.6955, 5.2218, 0.7137], [3.8964, 4.2749, 2.1758], [2.7118, 3.7292, 0.9988], [1.0777, 6.0305, -0.5201], [-0.5306, 8.1544, 1.6003], [-0.2904, 6.9841, 3.6643], [-2.1829, 5.7811, -0.2494], [-2.7922, 2.6793, 1.9827], [-1.1144, 3.2792, 1.8765], [-2.2654, 3.6563, 0.6037], [-1.1123, 0.4713, -2.0010], [-2.2340, 1.4626, -2.2711], [-2.7853, 1.3028, -3.6789], [-1.7533, 2.7956, -2.0818], [-0.2790, 0.6347, -2.6903], [-0.7220, 0.5997, -0.9898], [-1.4581, -0.5578, -2.1136], [-3.0357, 1.3143, -1.5452], [-2.0075, 1.4915, -4.4238], [-3.5838, 2.0234, -3.8610], [-3.1786, 0.3010, -3.8401], [-1.0452, 2.9462, -2.7126], [-2.7374, -2.7651, -6.1357], [-3.8533, -1.7696, -6.4087], [-4.4164, -1.9400, -7.8112], [-3.3666, -0.4371, -6.2406], [-1.9048, -2.6171, -6.8302], [-2.3405, -2.6289, -5.1287], [-3.0937, -3.7916, -6.2327], [-4.6508, -1.9055, -5.6760], [-3.6411, -1.7633, -8.5623], [-5.2121, -1.2166, -7.9949], [-4.8179, -2.9447, -7.9572], [-2.6619, -0.2983, -6.8786], [5.9334, 7.0182, 3.2841], [6.8341, 5.7935, 3.3462], [8.2764, 6.1453, 3.0198], [6.3576, 4.8011, 2.4347], [5.9360, 7.4482, 2.2780], [4.9010, 6.7483, 3.5147], [6.2591, 7.7849, 3.9891], [6.7835, 5.3521, 4.3427], [8.3583, 6.5481, 2.0054], [8.9036, 5.2536, 3.0639], [8.6713, 6.8844, 3.7189], [6.3954, 5.1729, 1.5498], [7.5872, 1.9592, 5.6284], [8.4851, 2.0742, 4.4058], [9.1128, 0.7340, 4.0530], [9.5067, 3.0377, 4.6469], [8.1635, 1.6368, 6.5007], [7.1489, 2.9281, 5.8731], [6.7796, 1.2436, 5.4620], [7.9025, 2.4405, 3.5581], [9.7374, 0.3726, 4.8750], [9.7581, 0.8328, 3.1788], [8.3499, -0.0178, 3.8403], [10.0340, 2.7319, 5.3945], [-6.8795, -5.2621, -5.8484], [-5.4977, -5.8619, -5.6294], [-5.5505, -7.3767, -5.5101], [-4.9239, -5.3068, -4.4460], [-7.5346, -5.4816, -5.0090], [-6.8123, -4.1744, -5.9283], [-7.3408, -5.6508, -6.7579], [-4.8438, -5.5859, -6.4598], [-6.1636, -7.6729, -4.6585], [-4.5495, -7.7812, -5.3463], [-5.9671, -7.8299, -6.4115], [-5.4940, -5.5481, -3.7086], [-6.1179, -2.6544, 0.0221], [-6.6200, -4.0281, -0.3944], [-5.5629, -5.0980, -0.1667], [-6.9979, -4.0081, -1.7713], [-5.2426, -2.3687, -0.5681], [-6.8838, -1.8977, -0.1529], [-5.8446, -2.6363, 1.0784], [-7.5190, -4.2759, 0.1721], [-4.6696, -4.8907, -0.7632], [-5.9355, -6.0763, -0.4755], [-5.2730, -5.1515, 0.8840], [-6.2150, -3.7888, -2.2868], [12.2135, 4.2224, 8.7994], [11.2876, 3.0853, 8.3983], [11.5607, 1.8317, 9.2147], [11.4469, 2.8010, 7.0067], [13.2581, 3.9498, 8.6243], [12.0092, 5.1113, 8.2012], [12.0938, 4.4763, 9.8537], [10.2500, 3.3927, 8.5367], [12.5840, 1.4812, 9.0533], [10.8932, 1.0237, 8.9112], [11.4220, 2.0162, 10.2810], [12.3563, 2.5280, 6.8608], [-10.7169, -8.2072, -4.2064], [-9.3251, -8.4510, -3.6441], [-9.3664, -8.6814, -2.1412], [-8.4819, -7.3369, -3.9400], [-11.1624, -7.3141, -3.7594], [-10.6704, -8.0379, -5.2831], [-11.3755, -9.0559, -4.0150], [-8.8794, -9.3180, -4.1347], [-9.7682, -7.8036, -1.6275], [-8.3610, -8.8489, -1.7518], [-9.9859, -9.5440, -1.8896], [-8.8599, -6.5609, -3.5133]], "atomic_forces_ev_per_a": [[0.913, -0.285, 0.728], [-1.498, -0.034, -1.372], [1.122, -0.338, -0.175], [0.390, -0.189, 1.122], [-0.086, 0.338, 0.765], [-1.666, -0.201, -0.109], [0.642, -0.709, 1.173], [0.878, 0.670, -0.548], [-0.047, -0.150, -0.666], [-0.249, -0.134, -0.095], [-0.044, 0.094, -0.053], [-0.155, 0.281, -0.155], [-0.148, 0.383, -0.493], [0.164, 0.217, -0.175], [0.037, 0.046, 0.223], [-0.043, 0.034, -0.733], [-0.036, 0.149, 0.172], [-0.122, 0.033, 0.221], [-0.083, -0.259, 0.106], [0.021, -0.032, 0.246], [0.378, -0.073, -0.525], [-0.194, 0.125, 0.188], [-0.292, 0.121, 0.417], [-0.076, -0.025, -0.091], [-0.052, -0.019, 0.002], [0.025, 0.009, -0.026], [0.034, 0.171, 0.058], [0.060, -0.122, 0.036], [-0.024, -0.040, 0.039], [0.036, 0.014, -0.082], [0.095, -0.015, -0.102], [0.029, -0.057, 0.190], [0.411, -0.112, -0.459], [-0.215, 0.072, -0.008], [-0.315, 0.016, 0.239], [-0.090, 0.003, -0.102], [-0.074, -0.039, 0.017], [0.030, 0.003, 0.038], [0.036, 0.141, 0.052], [0.061, -0.092, 0.047], [-0.020, -0.038, 0.046], [0.021, 0.008, -0.016], [0.086, -0.011, -0.100], [-0.221, -0.067, 0.129], [0.127, 0.463, -0.433], [0.173, -0.226, 0.036], [-0.050, -0.327, 0.343], [0.122, 0.021, 0.011], [0.030, -0.003, 0.044], [0.000, 0.011, -0.034], [-0.045, -0.156, -0.083], [-0.109, 0.107, 0.037], [-0.015, 0.016, 0.121], [0.001, -0.001, -0.024], [0.057, 0.079, -0.106], [-0.157, 0.109, 0.017], [0.236, -0.201, 0.374], [0.037, -0.050, -0.180], [-0.198, 0.134, -0.308], [0.039, -0.088, -0.060], [-0.023, -0.013, -0.064], [0.009, 0.005, 0.028], [0.066, 0.117, 0.010], [-0.090, 0.011, 0.069], [-0.059, 0.022, -0.020], [0.024, -0.008, 0.016], [0.170, 0.095, 0.177], [0.113, 0.309, -0.214], [-0.567, -0.253, 0.261], [0.248, -0.140, -0.030], [0.362, 0.284, -0.055], [0.020, -0.149, -0.006], [0.063, -0.027, -0.087], [-0.030, -0.012, 0.031], [0.119, 0.110, 0.136], [-0.140, 0.073, -0.057], [0.014, 0.058, -0.099], [-0.018, -0.001, 0.024], [-0.095, -0.130, 0.023], [-0.163, 0.134, 0.039], [0.580, 0.128, -0.109], [-0.088, -0.190, 0.005], [-0.331, -0.188, 0.003], [0.056, -0.096, 0.041], [-0.022, -0.040, 0.041], [0.022, 0.008, -0.022], [-0.083, -0.005, -0.150], [0.011, 0.102, 0.057], [-0.039, 0.018, 0.051], [0.026, -0.001, -0.023], [0.061, 0.108, -0.061], [-0.076, 0.194, -0.085], [0.521, -0.116, 0.188], [-0.168, -0.137, -0.026], [-0.451, 0.032, -0.120], [-0.014, -0.088, 0.079], [-0.054, -0.015, 0.032], [0.026, -0.015, -0.009], [-0.020, -0.022, -0.185], [0.037, 0.102, 0.046], [-0.036, 0.045, 0.027], [0.026, -0.008, -0.011], [0.119, -0.027, -0.034], [-0.007, -0.043, -0.213], [-0.369, 0.327, 0.339], [0.170, -0.108, 0.068], [0.113, -0.274, -0.103], [0.010, -0.052, 0.105], [0.022, -0.057, 0.012], [-0.009, 0.028, 0.011], [0.125, 0.107, -0.057], [-0.096, -0.012, -0.062], [-0.013, -0.046, -0.041], [-0.006, 0.027, 0.013], [-0.032, 0.056, 0.089]], "mulliken_charge": [-0.522, -0.496, 0.471, -0.421, 0.303, 0.703, -0.571, -0.510, -0.489, 0.195, 0.219, 0.315, 0.264, -0.184, -0.224, 0.286, 0.282, 0.232, 0.125, -1.310, 0.548, -1.302, -0.473, 0.348, 0.328, 0.361, 0.249, 0.307, 0.328, 0.309, 0.312, -1.050, 0.548, -1.362, -0.491, 0.385, 0.243, 0.208, 0.144, 0.396, 0.337, 0.327, 0.329, -1.331, 0.585, -1.226, -0.485, 0.334, 0.288, 0.405, 0.125, 0.364, 0.254, 0.366, 0.318, -1.248, 0.691, -1.449, -0.473, 0.258, 0.262, 0.394, 0.290, 0.302, 0.344, 0.390, 0.286, -0.946, 0.674, -1.382, -0.509, 0.006, 0.280, 0.433, 0.273, 0.129, 0.367, 0.398, 0.286, -1.257, 0.444, -1.205, -0.499, 0.289, 0.311, 0.396, 0.277, 0.280, 0.267, 0.422, 0.280, -1.415, 0.533, -1.305, -0.505, 0.349, 0.337, 0.387, 0.262, 0.335, 0.308, 0.392, 0.285, -1.391, 0.342, -1.270, -0.355, 0.352, 0.335, 0.401, 0.271, 0.323, 0.316, 0.398, 0.266]}